The following is a DFT calculation (ωB97M-V/def2-TZVPD) of a structure of composition C36H27FGeN5O4S5SbTc.

Last column: Mulliken charge in e.
Atoms and positions in Å:
Tc (11.784, 14.866, 16.651)  -1.446
C (9.068, 15.798, 20.205)  -1.067
C (7.831, 16.039, 19.527)  -0.294
C (7.671, 15.669, 18.175)  -1.259
C (8.772, 15.004, 17.510)  0.554
N (9.975, 14.999, 18.120)  0.649
C (10.107, 15.317, 19.405)  -0.244
C (8.786, 14.588, 16.127)  1.203
C (7.556, 14.502, 15.388)  -0.948
C (7.524, 13.975, 14.136)  -0.750
C (8.741, 13.655, 13.524)  -0.969
C (9.896, 13.744, 14.232)  -0.965
N (9.934, 14.347, 15.486)  0.888
H (9.164, 15.987, 21.269)  0.396
H (7.054, 16.634, 20.023)  0.376
H (6.707, 15.624, 17.705)  0.288
H (11.063, 15.139, 19.807)  0.534
H (6.647, 14.883, 15.839)  0.283
H (6.592, 13.737, 13.575)  0.336
H (8.786, 13.122, 12.559)  0.487
H (10.861, 13.520, 13.727)  1.053
S (15.893, 17.587, 18.428)  -0.306
Sb (16.640, 15.152, 18.213)  0.708
S (13.357, 15.467, 18.404)  -0.440
S (13.958, 17.383, 18.118)  0.055
S (18.572, 14.970, 17.150)  -0.553
S (11.226, 19.591, 15.564)  -0.473
C (11.266, 18.057, 16.069)  0.582
N (11.392, 16.913, 16.365)  -0.949
F (11.627, 10.206, 13.258)  -0.445
C (12.077, 9.948, 14.480)  0.554
C (11.246, 10.225, 15.522)  -0.097
N (11.708, 10.049, 16.819)  0.144
C (11.095, 10.739, 17.943)  -1.391
C (11.421, 12.242, 18.096)  0.765
O (11.293, 12.699, 19.226)  -0.661
O (11.763, 12.788, 16.990)  -0.338
C (12.937, 9.420, 17.075)  0.519
O (13.349, 9.261, 18.202)  -0.641
N (13.697, 9.077, 15.987)  -0.057
C (13.436, 9.410, 14.661)  0.310
O (14.254, 9.233, 13.773)  -0.624
H (10.174, 10.394, 15.427)  0.302
H (11.466, 10.186, 18.848)  0.319
H (10.037, 10.640, 17.817)  0.280
H (14.661, 8.898, 16.260)  0.278
C (12.867, 14.783, 15.284)  0.967
Ge (14.141, 14.783, 13.845)  3.176
C (13.258, 14.736, 12.112)  0.034
C (11.869, 15.123, 12.132)  -0.801
C (11.182, 15.059, 10.930)  -0.597
C (11.768, 14.396, 9.839)  -0.556
C (13.089, 14.095, 9.849)  -0.450
C (13.864, 14.421, 10.919)  -0.170
C (15.362, 13.289, 13.837)  0.111
C (15.114, 12.232, 13.014)  -0.593
C (15.997, 11.180, 12.833)  -0.504
C (17.100, 11.037, 13.628)  -0.596
C (17.170, 11.947, 14.756)  -0.578
C (16.434, 13.104, 14.743)  0.320
C (15.276, 16.387, 13.994)  -0.224
C (16.380, 16.501, 13.139)  -0.149
C (17.193, 17.598, 13.168)  -0.727
C (16.911, 18.585, 14.103)  -0.291
C (15.777, 18.565, 14.888)  -0.710
C (14.922, 17.493, 14.772)  0.064
H (11.329, 15.443, 13.008)  0.764
H (10.026, 15.348, 10.885)  0.244
H (11.124, 14.223, 8.919)  0.283
H (13.639, 13.571, 9.042)  0.324
H (14.962, 14.280, 10.755)  0.230
H (14.175, 12.167, 12.438)  0.388
H (15.778, 10.542, 11.995)  0.378
H (17.730, 10.168, 13.410)  0.350
H (17.915, 11.786, 15.535)  0.466
H (16.680, 13.806, 15.503)  -0.442
H (16.472, 15.583, 12.471)  0.057
H (18.066, 17.637, 12.552)  0.396
H (17.577, 19.418, 14.209)  0.373
H (15.490, 19.406, 15.524)  0.448
H (13.959, 17.523, 15.284)  0.069

Computed properties:
LUMO level (spin up / spin down) ... 1.0 / 1.0 eV
Net charge ... -1
Orbital gap (spin up / spin down) ... 5.287 / 5.285 eV
Energy above the lowest of the compared OMol25 structures with the same formula, charge and spin ... 20.50 kcal/mol

---

The following is a DFT calculation (ωB97M-V/def2-TZVPD) of a structure of composition C36H27MnN3O3.

Last column: Mulliken charge in e.
Atoms and positions in Å:
Mn (0.508, 0.419, -0.372)  -0.881
O (-3.657, 1.696, -1.264)  -0.739
C (-3.622, 2.797, -0.500)  0.420
C (-4.826, 3.492, -0.344)  -0.645
C (-4.883, 4.633, 0.427)  -0.276
C (-3.742, 5.113, 1.066)  -0.744
C (-2.552, 4.430, 0.917)  -0.532
C (-2.463, 3.272, 0.142)  -0.114
C (-1.157, 2.579, 0.015)  1.323
O (-1.084, 1.532, -0.770)  -1.182
N (-0.135, 3.034, 0.673)  -1.129
N (0.974, 2.265, 0.325)  0.861
C (2.133, 2.765, 0.515)  -0.831
C (3.281, 2.259, -0.202)  0.896
C (4.579, 2.621, 0.177)  -0.621
C (5.669, 2.320, -0.608)  -0.698
C (5.452, 1.674, -1.833)  -0.413
C (4.187, 1.331, -2.249)  -0.622
C (3.047, 1.571, -1.438)  0.376
O (1.871, 1.202, -1.821)  -0.816
H (-2.741, 1.327, -1.288)  0.420
H (-5.701, 3.101, -0.845)  0.421
H (-5.826, 5.156, 0.535)  0.358
H (-3.785, 6.009, 1.671)  0.382
H (-1.649, 4.774, 1.403)  0.446
H (2.206, 3.672, 1.115)  0.412
H (4.714, 3.151, 1.115)  0.390
H (6.669, 2.589, -0.295)  0.380
H (6.299, 1.441, -2.469)  0.361
H (4.024, 0.833, -3.196)  0.415
C (1.038, -0.049, 3.913)  -1.000
C (-0.085, -0.823, 4.207)  -0.742
C (-0.912, -1.257, 3.191)  -0.871
C (-0.650, -0.910, 1.857)  0.426
C (0.446, -0.074, 1.575)  0.594
C (1.299, 0.310, 2.598)  0.213
C (-1.381, -1.422, 0.718)  0.753
C (-2.503, -2.243, 0.763)  -0.666
C (-3.079, -2.718, -0.391)  -1.695
C (-2.527, -2.348, -1.664)  0.902
C (-3.050, -2.779, -2.885)  -0.715
C (-2.508, -2.366, -4.094)  -0.760
C (-1.421, -1.501, -4.095)  -0.850
C (-0.871, -1.063, -2.898)  -0.562
C (-1.401, -1.482, -1.670)  -0.192
N (-0.832, -1.069, -0.498)  2.200
H (1.704, 0.276, 4.704)  0.421
H (-0.298, -1.103, 5.232)  0.392
H (-1.757, -1.892, 3.426)  0.351
H (2.181, 0.902, 2.379)  0.392
H (-2.929, -2.496, 1.725)  0.459
H (-3.954, -3.354, -0.358)  0.349
H (-3.906, -3.444, -2.869)  0.394
H (-2.932, -2.712, -5.028)  0.362
H (-0.997, -1.161, -5.031)  0.426
H (-0.029, -0.377, -2.911)  0.328
C (1.929, -1.038, -0.234)  -1.307
C (1.743, -2.419, 0.256)  0.823
C (2.242, -2.791, 1.506)  -0.375
C (2.081, -4.081, 1.987)  -0.838
C (1.414, -5.032, 1.226)  -0.465
C (0.916, -4.676, -0.021)  -0.819
C (1.081, -3.386, -0.500)  0.052
H (2.902, -0.612, -0.001)  0.664
H (1.684, -0.915, -1.293)  0.636
H (2.740, -2.045, 2.113)  0.429
H (2.471, -4.342, 2.964)  0.381
H (1.284, -6.040, 1.600)  0.384
H (0.389, -5.405, -0.624)  0.407
H (0.690, -3.123, -1.476)  0.497

Computed properties:
LUMO level (spin up / spin down) ... 2.5 / 2.6 eV
⟨S²⟩ ... 6.338
Spin multiplicity ... 5
Net charge ... -1
Orbital gap (spin up / spin down) ... 4.768 / 7.596 eV
Energy above the lowest of the compared OMol25 structures with the same formula, charge and spin ... 50.31 kcal/mol

---

The following is a DFT calculation (ωB97M-V/def2-TZVPD) of a structure of composition C36H27N3O6P2PbS4Se.

Last column: Mulliken charge in e.
Atoms and positions in Å:
Pb (-2.533, -0.003, 0.529)  1.123
S (-0.764, -0.249, 2.850)  -0.555
P (0.817, 0.781, 2.111)  2.371
C (0.652, 0.997, 0.402)  -1.027
P (0.923, -0.192, -0.827)  1.907
S (-0.916, -0.544, -1.614)  -0.392
C (1.985, 0.578, -2.064)  0.061
C (2.351, 1.917, -1.951)  -0.421
C (3.147, 2.496, -2.932)  -0.690
C (3.563, 1.744, -4.022)  -0.457
C (3.187, 0.410, -4.140)  -0.661
C (2.402, -0.176, -3.161)  -0.509
C (1.748, -1.757, -0.462)  0.454
C (1.035, -2.953, -0.435)  -0.792
C (1.689, -4.140, -0.130)  -0.476
C (3.048, -4.131, 0.153)  -0.647
C (3.763, -2.937, 0.117)  -0.720
C (3.118, -1.752, -0.197)  -0.529
C (2.365, -0.012, 2.593)  0.040
C (3.556, 0.627, 2.242)  -0.412
C (4.772, 0.034, 2.543)  -0.683
C (4.802, -1.197, 3.191)  -0.459
C (3.619, -1.834, 3.540)  -0.672
C (2.396, -1.244, 3.242)  -0.538
C (0.881, 2.431, 2.820)  0.331
C (1.522, 2.651, 4.041)  -0.520
C (1.457, 3.904, 4.633)  -0.733
C (0.751, 4.927, 4.012)  -0.454
C (0.110, 4.706, 2.799)  -0.796
C (0.172, 3.458, 2.196)  -0.332
H (1.989, 2.499, -1.111)  0.505
H (3.432, 3.538, -2.850)  0.429
H (4.177, 2.201, -4.789)  0.386
H (3.507, -0.170, -4.997)  0.409
H (2.107, -1.217, -3.247)  0.393
H (-0.023, -2.943, -0.659)  0.369
H (1.137, -5.074, -0.122)  0.481
H (3.557, -5.056, 0.394)  0.410
H (4.826, -2.933, 0.331)  0.457
H (3.680, -0.825, -0.249)  0.511
H (3.526, 1.591, 1.744)  0.426
H (5.697, 0.530, 2.275)  0.412
H (5.755, -1.658, 3.426)  0.422
H (3.647, -2.793, 4.045)  0.436
H (1.467, -1.731, 3.511)  0.314
H (2.066, 1.846, 4.526)  0.398
H (1.953, 4.080, 5.581)  0.400
H (0.699, 5.904, 4.479)  0.392
H (-0.446, 5.500, 2.313)  0.510
H (-0.332, 3.285, 1.254)  0.285
O (-5.879, -0.555, -1.671)  -0.713
S (-5.558, 0.762, -1.101)  1.266
O (-6.690, 1.616, -0.925)  -0.670
O (-4.746, 0.585, 0.134)  -0.570
C (-4.494, 1.532, -2.326)  0.149
C (-4.670, 1.046, -3.622)  -0.766
C (-3.999, 1.615, -4.690)  -0.673
C (-3.147, 2.685, -4.482)  -0.594
C (-2.951, 3.177, -3.201)  -0.605
C (-3.617, 2.617, -2.114)  0.073
S (-3.153, 3.290, -0.513)  1.445
O (-4.322, 3.443, 0.299)  -0.641
O (-2.364, 4.471, -0.764)  -0.740
O (-2.228, 2.197, -0.025)  -0.207
H (-5.349, 0.218, -3.772)  0.562
H (-4.151, 1.222, -5.688)  0.401
H (-2.631, 3.140, -5.319)  0.401
H (-2.286, 4.009, -3.012)  0.540
Se (-4.978, -2.877, -1.679)  0.445
N (-4.695, -4.538, -1.166)  -0.901
C (-3.725, -4.517, -0.267)  0.332
C (-3.217, -5.625, 0.462)  -0.521
C (-2.212, -5.393, 1.344)  -0.810
C (-1.710, -4.071, 1.527)  -0.317
N (-2.140, -3.023, 0.880)  0.143
C (-3.142, -3.227, -0.018)  0.628
N (-3.660, -2.210, -0.706)  -0.112
H (-3.629, -6.614, 0.306)  0.465
H (-1.785, -6.203, 1.923)  0.413
H (-0.913, -3.887, 2.246)  0.420

Computed properties:
LUMO level (spin up / spin down) ... -3.5 / -3.6 eV
Orbital gap (spin up / spin down) ... 5.012 / 4.866 eV
Energy above the lowest of the compared OMol25 structures with the same formula, charge and spin ... 45.01 kcal/mol